(1)
{
  "formula": "C15H18N2O4S",
  "method": "the ωB97M-V functional and the def2-TZVPD basis",
  "symbols": ["C", "C", "O", "C", "O", "C", "C", "C", "C", "C", "N", "C", "S", "C", "C", "O", "O", "C", "C", "N", "C", "C", "H", "H", "H", "H", "H", "H", "H", "H", "H", "H", "H", "H", "H", "H", "H", "H", "H", "H"],
  "coordinates": [[2.79077, -0.81782, 4.78160], [1.72408, 0.18397, 4.82284], [1.35492, 0.49180, 3.62990], [0.21138, -0.27102, 3.36087], [-0.23187, -1.12673, 4.04048], [-0.25756, -0.04204, 1.91470], [0.14149, -1.03219, 0.95387], [-0.24977, -0.74328, -0.41300], [0.53232, 0.42041, -1.38175], [1.70116, 1.01273, -0.95260], [-0.23628, 0.62268, -2.50794], [-1.13492, 0.00377, -2.98533], [-1.91536, 0.66526, -4.42153], [-0.29259, 1.34845, -5.02807], [-0.10451, 2.52196, -3.91229], [1.08878, 3.09385, -3.55608], [-1.09112, 3.31183, -3.30078], [-1.98120, -0.78757, -2.10347], [-3.23487, -1.45867, -2.58030], [-4.15508, -1.98265, -3.17806], [-1.38224, -1.05865, -0.96756], [-2.16758, -2.16562, -0.07009], [3.40452, -0.37631, 4.17019], [3.31865, -1.07267, 5.78107], [2.32372, -1.87527, 4.60492], [0.90686, -0.27290, 5.50843], [2.18384, 1.11926, 5.26256], [-1.35728, -0.11418, 1.94590], [-0.01951, 1.12366, 1.69492], [-0.12771, -2.03309, 1.15014], [1.45961, -0.87907, 0.79179], [2.37784, 0.37775, -0.91018], [1.90547, 1.90757, -1.69228], [1.54204, 1.61263, 0.05718], [-0.64452, 2.14587, -5.96241], [0.64524, 1.13316, -5.16618], [-1.93775, 2.70849, -3.59008], [-3.15045, -2.64252, -0.72036], [-2.48135, -1.84734, 0.94224], [-1.45916, -3.20549, -0.01325]],
  "atomic_forces_ev_per_a": [[-2.2, -5.5, 5.1], [1.7, 0.3, 8.8], [-4.7, -0.2, -4.9], [1.1, 0.5, -3.8], [-0.6, -0.6, 1.1], [-1.7, 4.5, 2.4], [6.8, 0.3, -2.5], [5.1, 6.7, -3.3], [-8.5, -6.0, 0.9], [-4.0, 11.2, 0.0], [10.7, 4.2, 4.4], [-9.6, -3.8, 0.0], [1.7, -1.1, -2.2], [-8.0, 8.5, 0.7], [6.7, 5.8, 3.1], [-5.5, -4.2, -2.9], [-2.1, -5.1, -3.2], [-0.9, 0.3, -5.8], [-3.0, -1.7, -3.1], [4.9, 2.9, 3.4], [-4.4, -5.8, 5.0], [-0.6, -3.4, -2.5], [4.2, 1.0, -3.9], [-0.8, 1.1, -1.4], [1.1, 1.9, -0.8], [1.0, 1.6, -1.0], [-0.8, -0.8, 0.1], [0.1, 0.4, 0.3], [-0.4, -2.9, -0.1], [0.1, -1.0, 0.9], [-3.5, -1.1, 1.0], [6.7, -5.6, 0.7], [0.2, -1.8, 1.1], [0.4, -1.6, -1.7], [1.0, -2.6, 2.3], [4.9, -3.0, -0.8], [1.9, 2.2, 1.2], [2.7, 1.7, 2.2], [0.2, -0.2, -0.7], [-1.8, 3.0, 0.1]],
  "lowdin_charge": [-0.0719, -0.4201, 0.0207, -0.4260, 0.1453, -0.1168, -0.1970, -0.0993, -0.0676, -0.0314, 0.0698, -0.5833, 1.0073, -0.2796, -0.4526, -0.1115, -0.0184, -0.1732, -0.1712, 0.1506, -0.2499, -0.0170, 0.0145, 0.1186, 0.1253, 0.1548, 0.1499, 0.1283, 0.1784, 0.0935, 0.2131, 0.0032, 0.1365, 0.1527, 0.1735, 0.0156, 0.0991, 0.1242, 0.0651, 0.1470],
  "relative_energy_kcal_mol": 290.8,
  "gap_ev": 7.9,
  "total_charge": 0
}



(2)
{
  "formula": "C15H18N6OS2",
  "method": "the ωB97M-V functional and the def2-TZVPD basis",
  "symbols": ["C", "C", "S", "C", "N", "C", "O", "C", "S", "C", "N", "N", "N", "N", "C", "C", "C", "C", "C", "C", "C", "N", "C", "C", "H", "H", "H", "H", "H", "H", "H", "H", "H", "H", "H", "H", "H", "H", "H", "H", "H", "H"],
  "coordinates": [[4.85675, 4.45658, 0.83541], [3.69660, 3.75146, 0.09916], [3.90389, 2.11668, -0.45353], [2.21699, 2.06757, -0.99300], [1.58272, 0.92383, -1.47414], [2.11730, -0.28697, -1.88570], [3.31857, -0.37432, -2.07019], [1.28958, -1.48939, -2.29830], [-0.52706, -1.34226, -1.89081], [-0.58764, -1.21259, -0.08368], [0.22934, -0.50034, 0.62891], [-0.17957, -0.59852, 1.91153], [-1.20375, -1.38053, 2.01258], [-1.48425, -1.80776, 0.76961], [-2.63381, -2.62503, 0.35733], [-3.83665, -2.61716, 1.28540], [-4.54975, -3.89002, 0.97059], [-3.47512, -4.90012, 0.52740], [-2.20351, -4.08160, 0.27927], [1.54025, 3.23282, -0.76702], [0.15345, 3.38313, -1.08980], [-0.95324, 3.53240, -1.40699], [2.40862, 4.22250, -0.09668], [1.79866, 5.54142, 0.46205], [5.19330, 3.83596, 1.68090], [4.58926, 5.42347, 1.20499], [5.67101, 4.51288, 0.12279], [0.57106, 0.92486, -1.42626], [1.42386, -1.71184, -3.36337], [1.69268, -2.37965, -1.78569], [-2.94134, -2.32747, -0.63714], [-3.52478, -2.65235, 2.33631], [-4.43479, -1.73197, 1.11262], [-5.26718, -3.73511, 0.16135], [-5.07624, -4.22393, 1.87296], [-3.78600, -5.42488, -0.35882], [-3.22831, -5.66813, 1.25695], [-1.44046, -4.30195, 1.07373], [-1.72709, -4.26729, -0.69558], [1.09133, 5.30164, 1.25184], [1.20457, 6.04779, -0.28158], [2.51074, 6.25619, 0.84457]],
  "atomic_forces_ev_per_a": [[-0.6, -1.8, -0.7], [-1.2, 1.1, 0.7], [-1.4, 0.2, -0.6], [0.7, -1.0, 0.0], [-0.8, -1.3, -0.6], [1.8, 1.6, -0.7], [0.0, -0.3, 0.4], [-0.9, -0.2, 1.5], [0.0, -0.2, 0.4], [-0.2, -0.8, -0.3], [0.3, 0.5, 0.5], [-0.2, -0.6, 0.1], [0.1, 0.2, -0.7], [0.1, 1.1, -1.5], [0.6, -0.6, 0.7], [0.7, 0.8, 0.5], [-0.6, -0.9, 0.1], [0.4, -0.1, 0.0], [0.9, -0.5, 0.2], [1.2, 0.5, 0.7], [-0.6, 0.4, -0.3], [1.0, -0.3, 0.4], [0.0, 0.3, 0.5], [0.3, -1.3, -0.5], [-0.1, 0.2, -0.2], [-0.2, 0.5, 0.0], [0.4, 0.3, 0.1], [0.1, 0.3, 0.2], [-0.4, 0.5, 0.2], [-0.1, 0.5, 0.0], [0.0, 0.5, -0.2], [0.2, 0.3, -0.2], [-0.2, 0.2, 0.2], [-0.1, -0.1, 0.1], [-0.2, -0.1, -0.4], [-0.2, -0.2, -0.4], [-0.4, 0.0, 0.2], [-0.6, 0.3, -0.7], [-0.1, -0.1, 0.3], [0.0, -0.1, 0.2], [-0.1, 0.1, -0.5], [0.4, 0.0, 0.1]],
  "lowdin_charge": [-0.0776, -0.5256, 1.1138, -0.4373, 0.0742, -0.5178, 0.0370, -0.3231, 0.9396, -0.5778, 0.0231, -0.0194, 0.0635, -0.0722, -0.2891, -0.1587, -0.1892, -0.1687, -0.1442, -0.2139, -0.1802, 0.1563, -0.2336, -0.0234, 0.0796, 0.0556, 0.0684, 0.0811, 0.0978, 0.0989, 0.1351, 0.1209, 0.1188, 0.1136, 0.1150, 0.0985, 0.1060, 0.1344, 0.1096, 0.0824, 0.0692, 0.0595],
  "relative_energy_kcal_mol": 64.8,
  "gap_ev": 8.5,
  "total_charge": 0
}



(3)
{
  "formula": "C15H18O",
  "method": "the ωB97M-V functional and the def2-TZVPD basis",
  "symbols": ["C", "C", "C", "C", "C", "C", "O", "C", "C", "H", "H", "H", "H", "H", "H", "H", "H", "H", "H", "C", "C", "C", "C", "C", "C", "C", "H", "H", "H", "H", "H", "H", "H", "H"],
  "coordinates": [[2.32128, 2.64163, 1.91215], [2.34834, 1.14113, 1.83096], [2.37081, 0.81636, 0.37223], [1.31222, 1.22460, -0.51184], [1.34114, 0.74114, -1.81440], [2.50522, 0.03231, -2.22254], [2.45520, -0.29806, -3.50479], [3.60047, -0.25115, -1.40517], [3.51374, 0.14328, -0.02882], [2.51314, 2.94235, 2.92991], [1.35241, 3.10962, 1.57594], [3.17718, 2.87369, 1.24877], [3.24297, 0.88604, 2.23143], [1.57416, 0.68403, 2.39590], [0.50647, 1.89608, -0.10792], [0.44585, 0.78134, -2.31606], [3.21691, -0.87621, -3.78717], [4.56661, -0.77070, -1.74186], [4.37890, -0.20132, 0.50508], [-4.33467, -2.81803, -0.68176], [-3.45995, -1.72559, -0.17852], [-3.12881, -0.58929, -0.88002], [-2.37160, 0.45060, -0.33431], [-1.90462, 0.29936, 0.95789], [-2.26309, -0.82346, 1.72544], [-3.11730, -1.77084, 1.22843], [-4.29476, -2.94743, -1.80830], [-5.36724, -2.29935, -0.67056], [-4.14903, -3.71924, -0.10259], [-3.43705, -0.34409, -1.93112], [-2.20552, 1.39224, -0.97986], [-1.19940, 1.00017, 1.38344], [-2.05741, -0.98681, 2.80973], [-3.45255, -2.63440, 1.90032]],
  "atomic_forces_ev_per_a": [[-0.3, 0.7, -0.3], [-2.3, 1.6, -1.6], [0.0, -0.3, 0.6], [1.2, -0.7, 0.8], [2.3, -0.1, 3.1], [-0.2, 0.4, 0.8], [1.2, -1.7, -2.7], [0.3, 0.3, 0.8], [-0.9, -0.7, -3.6], [0.1, 0.5, 0.3], [1.1, -0.4, 0.2], [-0.6, 0.9, 0.4], [2.7, -1.2, 1.3], [-0.9, -0.6, 0.4], [0.7, -1.1, -0.6], [-1.4, 0.2, -2.0], [-1.1, 1.0, 0.6], [-1.8, 0.8, 0.1], [-0.2, 0.4, 1.1], [-1.7, 1.8, -2.2], [0.2, -0.1, 2.1], [0.0, 1.2, -1.6], [0.1, 0.8, -0.4], [0.6, 0.0, 0.5], [-0.6, 0.1, 1.2], [-0.2, -1.3, -1.5], [0.7, -0.3, 1.3], [0.9, -1.6, 0.8], [-0.7, -0.1, -0.3], [0.0, -1.0, 1.0], [0.0, -1.7, 1.3], [-0.2, 0.2, 0.1], [0.5, 0.8, -1.0], [0.5, 1.3, -1.2]],
  "lowdin_charge": [-0.1050, -0.2413, -0.2537, -0.0154, 0.0049, -0.3569, 0.0363, -0.0198, -0.0402, 0.0634, 0.0856, 0.0953, 0.0671, 0.1028, 0.1131, 0.0826, 0.1384, 0.1314, 0.1045, -0.0745, -0.3025, -0.0837, -0.1087, -0.1118, -0.1079, -0.0616, 0.0917, 0.1133, 0.0705, 0.1237, 0.1316, 0.0823, 0.1135, 0.1310],
  "relative_energy_kcal_mol": 49.8,
  "gap_ev": 8.9,
  "total_charge": 0
}



(4)
{
  "formula": "C15H18O",
  "method": "the ωB97M-V functional and the def2-TZVPD basis",
  "symbols": ["C", "C", "C", "C", "C", "C", "O", "C", "C", "H", "H", "H", "H", "H", "H", "H", "H", "H", "H", "C", "C", "C", "C", "C", "C", "C", "H", "H", "H", "H", "H", "H", "H", "H"],
  "coordinates": [[-2.38870, 0.65436, -3.09759], [-1.63728, 0.21454, -1.86031], [-0.75109, 1.36205, -1.35601], [0.41707, 1.72387, -2.03811], [1.08805, 2.87727, -1.66663], [0.68217, 3.50545, -0.49899], [1.36070, 4.63241, -0.14336], [-0.58675, 3.36232, 0.09620], [-1.21156, 2.15122, -0.28382], [-2.36935, -0.10092, -3.88586], [-1.74230, 1.44423, -3.47165], [-3.42398, 0.99652, -2.98144], [-2.13994, -0.28477, -1.08534], [-0.78263, -0.44095, -2.18527], [0.82094, 1.22408, -2.93446], [2.02152, 3.28252, -2.22968], [2.25155, 4.65802, -0.51705], [-1.03692, 4.06920, 0.74111], [-2.19899, 1.88430, 0.07708], [2.92195, -2.90077, 1.91069], [1.45300, -2.62850, 1.95776], [0.89120, -1.70827, 1.12510], [-0.47949, -1.36443, 1.13965], [-1.25019, -2.05316, 2.07975], [-0.75752, -3.07525, 2.87064], [0.59621, -3.37876, 2.78476], [3.39712, -2.70738, 0.95503], [3.28170, -3.88272, 2.10056], [3.39769, -2.07408, 2.53617], [1.54281, -1.25885, 0.38304], [-0.87712, -0.67216, 0.44389], [-2.29995, -1.83274, 1.95188], [-1.28897, -3.54730, 3.71905], [1.09902, -4.13137, 3.36321]],
  "atomic_forces_ev_per_a": [[0.1, -0.1, -0.7], [3.5, 0.3, -1.1], [-0.6, 0.2, 0.9], [0.1, 0.3, -0.6], [1.5, -0.5, 0.0], [-0.7, 2.6, -0.6], [0.5, 0.7, 0.8], [1.1, -3.2, -1.5], [-0.1, 1.0, -0.9], [-0.3, -0.2, 0.2], [-0.5, 0.4, -0.4], [0.4, 0.1, 0.2], [-1.0, -0.5, 0.9], [-1.2, -0.3, 0.0], [-0.7, -0.1, 0.5], [-1.8, -0.9, 1.1], [-0.3, -0.2, 0.0], [0.0, 0.5, 0.8], [0.1, 0.1, 0.3], [1.0, 2.5, 0.1], [-0.6, -1.8, 0.1], [-0.8, 1.5, -1.3], [1.9, -2.1, 1.6], [-1.0, 0.7, -1.6], [0.9, -0.2, 1.3], [0.7, 0.9, -0.3], [-0.5, 0.3, -0.6], [-0.1, -0.8, 1.0], [-0.2, -1.5, -0.2], [0.0, 0.3, 0.0], [-0.3, 0.5, -0.3], [-0.4, -0.1, 0.8], [-0.2, 0.2, -1.1], [-0.3, -0.4, 0.5]],
  "lowdin_charge": [-0.0902, -0.2235, -0.2734, -0.0619, -0.0377, -0.3318, 0.0245, 0.0241, -0.0306, 0.0699, 0.0668, 0.0792, 0.0727, 0.1213, 0.1244, 0.1483, 0.1004, 0.1035, 0.1128, -0.0616, -0.3004, -0.0545, -0.0468, -0.1034, -0.0900, -0.0502, 0.0669, 0.0618, 0.1109, 0.1091, 0.0505, 0.0950, 0.1120, 0.1021],
  "relative_energy_kcal_mol": 38.2,
  "gap_ev": 9.1,
  "total_charge": 0
}



(5)
{
  "formula": "C15H18O",
  "method": "the ωB97M-V functional and the def2-TZVPD basis",
  "symbols": ["C", "C", "C", "C", "C", "C", "O", "C", "C", "H", "H", "H", "H", "H", "H", "H", "H", "H", "H", "C", "C", "C", "C", "C", "C", "C", "H", "H", "H", "H", "H", "H", "H", "H"],
  "coordinates": [[-3.79720, -0.64847, 1.09460], [-2.98687, 0.66970, 1.49532], [-2.21840, 1.02455, 0.27381], [-1.06813, 0.40146, -0.00700], [-0.34929, 0.89537, -1.10078], [-0.90549, 1.81924, -2.02158], [-0.20466, 2.41187, -3.01801], [-2.32666, 2.18952, -1.89012], [-2.91749, 1.77185, -0.76186], [-4.89890, -0.23524, 1.08014], [-3.74269, -1.47494, 1.77700], [-3.48013, -1.18874, 0.15317], [-3.70485, 1.48333, 1.88578], [-2.36170, 0.27915, 2.29068], [-0.62624, -0.36235, 0.63090], [0.66966, 0.59049, -1.33002], [-0.89163, 2.82362, -3.50294], [-2.91903, 2.62598, -2.68388], [-3.87023, 1.91674, -0.52093], [4.29850, 0.43792, -0.10025], [3.39490, -0.74752, 0.11708], [2.26975, -1.04029, -0.67306], [1.20035, -1.86266, -0.27207], [1.40620, -2.45631, 0.94610], [2.49470, -2.22192, 1.86113], [3.41896, -1.29464, 1.42563], [5.23775, 0.40532, 0.50881], [3.81954, 1.36931, 0.21846], [4.63932, 0.32202, -1.21856], [2.22151, -0.63498, -1.72299], [0.37643, -2.15281, -0.99606], [0.72959, -3.22879, 1.37794], [2.65784, -2.91313, 2.67917], [4.43460, -0.97467, 2.00438]],
  "atomic_forces_ev_per_a": [[-2.3, 1.3, -0.6], [-1.4, -1.6, 0.0], [-2.5, 1.1, -0.5], [1.9, 0.6, -0.5], [0.2, 1.1, -2.4], [-2.1, -0.5, 1.8], [1.1, -1.0, 0.6], [2.5, -1.2, -0.5], [3.9, -1.5, 2.0], [1.8, -1.6, -0.5], [-0.1, 0.0, 1.1], [-0.5, 1.4, 0.6], [1.3, -1.3, -0.7], [0.5, 0.8, 0.3], [-0.1, 0.3, 0.0], [-0.3, 0.0, 0.2], [-0.6, 1.0, -1.3], [0.3, 0.4, -0.1], [-4.0, 1.0, 0.5], [1.7, -1.1, -2.2], [-1.9, 0.5, 2.1], [0.4, 0.6, -1.8], [1.1, -0.4, -0.8], [-0.5, -1.8, 3.0], [-0.5, 0.2, -2.5], [3.2, 0.5, 0.6], [-0.8, -0.4, -0.5], [-0.1, -0.1, -0.8], [-0.6, 1.2, 1.9], [0.2, -0.2, 1.2], [1.1, 0.5, 1.2], [0.1, 0.6, -0.9], [-0.2, 0.5, 0.3], [-2.8, -1.1, -0.9]],
  "lowdin_charge": [-0.1022, -0.1950, -0.2779, -0.0586, -0.0046, -0.2736, 0.0609, -0.0085, -0.0386, 0.0970, 0.0363, 0.0871, 0.1329, 0.0920, 0.1097, 0.0758, 0.0715, 0.1107, 0.0675, -0.0793, -0.2952, -0.0867, -0.1261, -0.1165, -0.0801, -0.0802, 0.0723, 0.0813, 0.1144, 0.1216, 0.1393, 0.1059, 0.0970, 0.1497],
  "relative_energy_kcal_mol": 68.6,
  "gap_ev": 8.7,
  "total_charge": 0
}



(6)
{
  "formula": "C15H18O2",
  "method": "the ωB97M-V functional and the def2-TZVPD basis",
  "symbols": ["C", "C", "C", "C", "C", "C", "O", "C", "C", "H", "H", "H", "H", "H", "H", "H", "H", "H", "H", "C", "C", "C", "C", "C", "O", "C", "C", "H", "H", "H", "H", "H", "H", "H", "H"],
  "coordinates": [[-0.90779, -0.04023, -3.01391], [-1.00101, -0.74905, -1.65212], [0.34359, -1.25572, -1.18704], [1.15951, -0.43831, -0.41498], [2.44976, -0.81559, -0.04965], [2.90368, -2.05534, -0.46245], [4.17985, -2.50260, -0.21447], [2.12748, -2.90132, -1.24772], [0.85664, -2.49000, -1.59740], [-0.44435, 0.95088, -3.02321], [-1.91131, 0.15296, -3.38655], [-0.31085, -0.62938, -3.69861], [-1.55210, -0.20246, -0.88988], [-1.59418, -1.63479, -1.91456], [0.77546, 0.54368, -0.17283], [3.10468, -0.16588, 0.52785], [4.72235, -1.79226, 0.15514], [2.58769, -3.84262, -1.54498], [0.21284, -3.11308, -2.21905], [-2.96269, -0.18348, 1.75321], [-1.88580, 0.85196, 1.67586], [-1.82392, 1.78709, 0.64422], [-0.81813, 2.73153, 0.53225], [0.22719, 2.66533, 1.44734], [1.24256, 3.57059, 1.26506], [0.22208, 1.75010, 2.48045], [-0.85530, 0.87394, 2.61028], [-2.64685, -1.12559, 1.26892], [-3.90497, 0.12418, 1.30803], [-3.10316, -0.55075, 2.77130], [-2.63426, 1.74561, -0.06575], [-0.85565, 3.51213, -0.20881], [1.90791, 3.45615, 1.96015], [1.00948, 1.69318, 3.21760], [-0.82047, 0.07917, 3.34627]],
  "atomic_forces_ev_per_a": [[-0.1, 1.0, 0.4], [0.1, -1.1, -1.0], [0.3, 0.3, 0.3], [0.0, 0.2, -0.2], [-0.3, -0.1, 0.0], [0.6, -0.1, -0.3], [0.1, 0.2, 0.2], [0.1, 0.1, 0.3], [-0.6, -0.1, -0.2], [0.2, -0.1, 0.5], [-0.1, -0.3, -0.3], [-0.2, -0.3, -0.3], [0.2, 0.2, -0.1], [-0.1, 0.0, 0.5], [0.1, 0.1, 0.3], [-0.2, 0.0, -0.1], [-0.3, -0.2, 0.0], [-0.3, 0.2, -0.1], [0.2, 0.0, 0.1], [0.3, -1.1, 0.0], [0.5, 0.2, 0.2], [-0.5, -0.1, 0.2], [-0.2, -0.6, 0.5], [0.3, 0.7, -0.2], [0.3, -0.1, 0.3], [-0.6, -0.5, 0.3], [0.3, -0.4, -0.6], [0.0, 0.4, -0.3], [-0.1, 0.1, 0.1], [-0.3, 0.5, 0.2], [-0.1, 0.3, -0.3], [0.2, 0.0, -0.2], [-0.2, 0.0, -0.2], [0.3, 0.2, -0.1], [0.0, 0.2, 0.3]],
  "lowdin_charge": [-0.0918, -0.2018, -0.2421, -0.0252, -0.0138, -0.3298, 0.0317, -0.0158, -0.0382, 0.0703, 0.0661, 0.0711, 0.0734, 0.1062, 0.0979, 0.1127, 0.1025, 0.1210, 0.1159, -0.0574, -0.2981, -0.0695, -0.0124, -0.3439, 0.0399, -0.0301, -0.0401, 0.0840, 0.0780, 0.0760, 0.1116, 0.1190, 0.1062, 0.1119, 0.1143],
  "relative_energy_kcal_mol": 8.4,
  "gap_ev": 8.9,
  "total_charge": 0
}